# 1
Molecular formula: C3H4DyO3
Method: DFT, ωB97M-V with the def2-TZVPD basis set

Each line ends with the Mulliken spin population.
Atoms and positions in Å:
1 O -0.267 0.039 -1.659  -0.02
2 C -1.148 -0.385 -0.952  0.00
3 C -2.365 -0.885 -0.823  0.00
4 H 0.146 -0.016 0.807  0.03
5 H -2.500 -1.965 -0.889  0.00
6 H -3.241 -0.207 -0.843  0.00
7 O 2.337 -0.318 0.720  0.02
8 C 1.321 0.419 1.256  0.01
9 O 1.495 1.732 0.916  0.02
10 Dy 2.849 1.249 -0.901  5.94
11 H 1.374 0.337 2.368  0.00

## Properties
* energy above the lowest of the compared OMol25 structures with the same formula, charge and spin: 1.798 eV
* spin multiplicity: 7
* HOMO-LUMO gap (spin up / spin down): 6.743 / 5.698 eV
* HOMO energy (spin up / spin down): -7.15 / -7.18 eV
* expectation value of S²: 12.0423

# 2
Molecular formula: CH6BNO
Method: DFT, ωB97M-V with the def2-TZVPD basis set

Each line ends with the Löwdin charge.
Atoms and positions in Å:
1 B 0.264 -0.112 0.063  -0.16
2 C -0.652 0.782 -0.762  -0.05
3 N 1.621 -0.437 0.148  0.14
4 O -0.974 -1.163 1.772  -0.30
5 H -0.095 1.431 -1.428  0.06
6 H -1.497 1.301 -0.258  0.08
7 H -1.339 0.198 -1.418  0.08
8 H 2.322 -0.025 -0.577  0.13
9 H 2.067 -1.332 0.559  0.14
10 H -1.717 -0.644 1.902  -0.13

## Properties
* energy above the lowest of the compared OMol25 structures with the same formula, charge and spin: 3.683 eV
* spin multiplicity: 1
* HOMO-LUMO gap: 8.846 eV
* HOMO energy: -8.68 eV

# 3
Molecular formula: C6H11N
Method: DFT, ωB97M-V with the def2-TZVPD basis set

Each line ends with the Löwdin charge.
Atoms and positions in Å:
1 C -1.349 1.408 -0.261  -0.08
2 C -0.558 0.216 0.341  -0.33
3 C -1.415 -1.032 -0.002  -0.12
4 C 1.052 0.253 -0.125  -0.27
5 C 2.208 -0.282 0.798  -0.06
6 C 0.934 -0.595 -1.305  -0.25
7 N 0.535 -1.360 -2.075  0.16
8 H -1.263 2.324 0.329  0.07
9 H -2.431 1.216 -0.380  0.08
10 H -0.981 1.592 -1.274  0.08
11 H -0.550 0.252 1.434  0.12
12 H -2.277 -0.869 0.651  0.08
13 H -0.975 -2.007 0.230  0.08
14 H -1.801 -1.070 -1.033  0.08
15 H 1.351 1.276 -0.421  0.13
16 H 3.206 -0.226 0.321  0.08
17 H 2.301 0.291 1.728  0.07
18 H 2.065 -1.335 1.051  0.08

## Properties
* energy above the lowest of the compared OMol25 structures with the same formula, charge and spin: 0.929 eV
* spin multiplicity: 1
* HOMO-LUMO gap: 11.873 eV
* HOMO energy: -10.94 eV
* SMILES: CC(C)[C@@H](C)C#N

# 4
Molecular formula: C2H15N2O3
Method: DFT, ωB97M-V with the def2-TZVPD basis set

Each line ends with the Mulliken spin population.
Atoms and positions in Å:
1 C -0.412 -1.986 -0.196  0.49
2 N -0.885 -1.806 -1.561  -0.05
3 C 0.725 -0.981 0.069  0.23
4 N 0.924 -0.717 1.511  1.68
5 H -0.103 -3.015 0.027  -0.05
6 H -1.279 -1.741 0.432  -0.22
7 H -0.255 -2.128 -2.278  0.00
8 H -1.835 -2.095 -1.715  0.00
9 H 0.404 -0.049 -0.382  0.25
10 H 1.660 -1.348 -0.382  -0.18
11 H 1.864 -0.377 1.735  -0.56
12 H -0.064 -0.083 1.938  -0.10
13 H 0.656 -1.462 2.176  -0.47
14 H -0.631 2.602 -0.869  -0.04
15 H -1.355 1.116 -1.095  -0.05
16 O -1.052 1.809 -0.511  0.21
17 H 1.591 2.385 -2.032  -0.02
18 H 2.037 3.205 -0.825  -0.04
19 O 1.256 2.852 -1.263  0.13
20 H -0.662 1.823 1.297  0.15
21 H -1.767 0.883 1.963  0.01
22 O -0.817 1.114 1.960  -0.38

## Properties
* energy above the lowest of the compared OMol25 structures with the same formula, charge and spin: 0.999 eV
* spin multiplicity: 2
* HOMO-LUMO gap (spin up / spin down): 3.138 / 10.077 eV
* HOMO energy (spin up / spin down): -2.69 / -9.72 eV
* expectation value of S²: 0.7505

# 5
Molecular formula: C5H12N
Method: DFT, ωB97M-V with the def2-TZVPD basis set

Each line ends with the Löwdin charge.
Atoms and positions in Å:
1 C -0.815 0.829 -1.172  0.03
2 C 0.223 0.029 -0.954  -0.33
3 C 1.358 0.087 -1.953  -0.06
4 C 0.777 -0.480 0.374  -0.14
5 C -0.005 -0.650 1.669  -0.09
6 N -1.369 0.086 1.635  0.19
7 H -1.700 1.113 -0.601  0.05
8 H -0.717 1.633 -1.910  0.09
9 H 1.907 -0.830 -1.880  0.08
10 H 1.131 0.320 -2.991  0.09
11 H 2.009 0.914 -1.646  0.10
12 H 1.074 -1.505 0.178  0.12
13 H 1.709 0.065 0.508  0.13
14 H -0.236 -1.673 1.943  0.13
15 H 0.446 -0.210 2.558  0.13
16 H -1.141 1.024 1.327  0.14
17 H -1.914 -0.413 0.942  0.15
18 H -1.844 0.131 2.527  0.17

## Properties
* energy above the lowest of the compared OMol25 structures with the same formula, charge and spin: 2.037 eV
* spin multiplicity: 1
* charge: +1
* HOMO-LUMO gap: 9.770 eV
* HOMO energy: -13.44 eV
* SMILES: C=C(C)CC[NH3+]

# 6
Molecular formula: C22H40N2O10S5
Method: DFT, ωB97M-V with the def2-TZVPD basis set

Each line ends with the Löwdin charge.
Atoms and positions in Å:
1 O -0.106 -2.952 -0.799  -0.27
2 S -0.135 -2.060 0.316  0.61
3 O 0.090 -2.602 1.612  -0.26
4 C 0.967 -0.670 0.070  -0.17
5 C 0.299 0.576 0.636  -0.33
6 C 1.252 1.773 0.699  -0.14
7 C 2.017 1.909 2.028  -0.17
8 C 3.404 1.240 1.986  -0.23
9 C 4.544 2.231 1.728  -0.44
10 S 5.006 2.484 -0.014  1.00
11 C 4.557 1.004 -0.796  -0.73
12 N 3.744 0.958 -1.791  0.05
13 N 3.707 -0.369 -2.211  0.06
14 C 4.489 -1.006 -1.424  -0.20
15 O 5.075 -0.230 -0.508  0.05
16 C -0.885 0.925 -0.287  -0.12
17 C -1.683 -0.326 -0.642  -0.19
18 O -1.565 -1.359 0.348  -0.22
19 H 1.891 -0.948 0.565  0.10
20 H 1.146 -0.599 -1.001  0.11
21 H -0.075 0.321 1.625  0.14
22 H 1.972 1.645 -0.107  0.09
23 H 0.713 2.693 0.489  0.11
24 H 1.415 1.471 2.821  0.12
25 H 2.125 2.954 2.277  0.06
26 H 3.589 0.807 2.968  0.11
27 H 3.432 0.408 1.292  0.07
28 H 4.216 3.205 2.076  0.06
29 H 5.420 1.977 2.313  0.07
30 H 4.666 -2.062 -1.469  0.13
31 H -0.463 1.352 -1.192  0.13
32 H -1.478 1.664 0.241  0.12
33 H -1.305 -0.712 -1.588  0.12
34 H -2.719 -0.073 -0.814  0.10
35 O 2.387 -9.043 -1.494  -0.32
36 S 2.873 -7.687 -1.484  0.66
37 O 4.244 -7.391 -1.816  -0.33
38 C 1.780 -6.678 -2.480  -0.23
39 C 0.712 -6.200 -1.501  -0.22
40 C 1.461 -5.806 -0.224  -0.22
41 C 2.453 -6.933 0.095  -0.22
42 H 1.393 -7.277 -3.301  0.11
43 H 2.367 -5.845 -2.866  0.11
44 H 0.144 -5.364 -1.903  0.10
45 H 0.014 -7.013 -1.287  0.12
46 H 2.000 -4.873 -0.395  0.11
47 H 0.779 -5.638 0.607  0.11
48 H 3.367 -6.570 0.558  0.10
49 H 2.006 -7.706 0.717  0.10
50 O 0.777 4.513 2.771  -0.32
51 S 1.325 5.841 2.658  0.67
52 O 2.708 6.044 2.312  -0.32
53 C 0.277 6.793 1.563  -0.23
54 C -0.779 7.394 2.486  -0.22
55 C -0.022 7.878 3.731  -0.21
56 C 0.927 6.750 4.157  -0.22
57 H -0.128 6.135 0.798  0.11
58 H 0.896 7.564 1.107  0.11
59 H -1.317 8.205 1.998  0.12
60 H -1.507 6.629 2.767  0.12
61 H 0.555 8.770 3.482  0.12
62 H -0.702 8.142 4.539  0.11
63 H 1.850 7.122 4.592  0.10
64 H 0.448 6.053 4.842  0.10
65 O -4.684 0.631 -2.908  -0.33
66 S -5.916 0.144 -2.338  0.66
67 O -6.796 1.020 -1.610  -0.32
68 C -6.838 -0.717 -3.608  -0.23
69 C -6.334 -2.155 -3.530  -0.22
70 C -6.249 -2.488 -2.034  -0.21
71 C -5.550 -1.311 -1.342  -0.22
72 H -6.656 -0.237 -4.566  0.11
73 H -7.894 -0.650 -3.347  0.11
74 H -6.998 -2.837 -4.059  0.11
75 H -5.344 -2.228 -3.985  0.12
76 H -7.256 -2.607 -1.630  0.12
77 H -5.713 -3.418 -1.857  0.12
78 H -5.917 -1.142 -0.333  0.11
79 H -4.469 -1.438 -1.328  0.09

## Properties
* spin multiplicity: 1
* HOMO-LUMO gap: 9.751 eV
* HOMO energy: -9.33 eV
* SMILES: O=S1(=O)C[C@@H](CCCCSc2nnco2)CCO1.O=S1(=O)CCCC1.O=S1(=O)CCCC1.O=S1(=O)CCCC1

Results for total energy: -33397.7003, -5346.6899, -7889.6027, -11435.9716, -6861.5216, -101091.8992 (in eV, following the order of the records).